Run w
Molecular formula: C4H6N2
Method: DFT, ωB97M-V/def2-TZVPD

Each line ends with the Löwdin charge.
Atoms and positions in Å:
1 H 0.137 -2.565 1.101  0.05
2 N 0.736 -1.842 0.701  0.11
3 C 0.349 -0.695 1.074  -0.26
4 C 0.964 0.546 0.473  -0.11
5 C -0.056 0.973 -0.519  -0.36
6 N -0.631 1.900 -1.135  0.17
7 C -1.110 0.455 -1.352  -0.12
8 H -0.522 -0.517 1.720  0.12
9 H 1.881 0.257 -0.054  0.13
10 H 1.190 1.333 1.202  0.12
11 H -0.866 -0.028 -2.296  0.08
12 H -2.072 0.185 -0.915  0.08

Output
SMILES	[H]/N=C/CC1=NC1
M	82.11	g/mol
frontier orbital gap	11.0	eV
2S+1	1
E_LUMO	0.97	eV

---

Run x
Molecular formula: C4H6N2
Method: DFT, ωB97M-V/def2-TZVPD

Each line ends with the Löwdin charge.
Atoms and positions in Å:
1 C -0.540 -0.460 0.106  -0.28
2 C 0.492 0.830 0.246  -0.13
3 C -1.830 -0.731 0.088  0.06
4 C 0.828 1.664 -0.749  0.04
5 N 0.667 -0.912 -0.251  -0.15
6 N 1.497 -1.699 0.279  0.07
7 H 1.093 -2.145 1.122  0.05
8 H 0.468 1.167 1.275  0.10
9 H -2.531 -0.040 0.533  0.06
10 H -2.180 -1.657 -0.347  0.06
11 H 0.905 1.306 -1.764  0.07
12 H 1.132 2.677 -0.538  0.06

Output
M	82.11	g/mol
frontier orbital gap	8.6	eV
2S+1	1
E_LUMO	0.14	eV

---

run w has the most favorable energy; the next structure is 71.1 kcal/mol above.

---

Run w
Molecular formula: C4H6N4
Method: DFT, ωB97M-V/def2-TZVPD

Each line ends with the Löwdin charge.
Atoms and positions in Å:
1 C 2.259 0.257 0.263  -0.26
2 N 1.911 -0.946 0.173  0.01
3 N 0.610 -0.984 -0.336  0.05
4 C 0.156 0.224 -0.458  -0.38
5 C -1.302 0.709 -0.314  -0.15
6 C -2.101 -0.099 0.932  -0.12
7 N -2.385 -0.377 -0.453  -0.04
8 N 1.200 1.000 -0.134  0.03
9 H 3.364 0.503 0.589  0.16
10 H -1.572 1.752 -0.700  0.13
11 H -1.261 -0.763 1.350  0.12
12 H -2.986 0.416 1.442  0.11
13 H -1.887 -1.237 -0.619  0.07
14 H 0.921 1.929 0.655  0.27

Output
SMILES	c1nnc([C@@H]2CN2)[nH]1
M	110.12	g/mol
frontier orbital gap	9.8	eV
2S+1	1
E_LUMO	0.34	eV

---

Run x
Molecular formula: C4H6N4
Method: DFT, ωB97M-V/def2-TZVPD

Each line ends with the Löwdin charge.
Atoms and positions in Å:
1 N 3.486 -0.044 -0.616  0.12
2 C 2.507 0.261 -0.057  -0.30
3 N 1.310 0.521 0.523  0.02
4 C 0.033 1.068 -0.046  -0.12
5 C -1.095 0.017 0.049  -0.18
6 N -0.801 -1.395 -0.189  0.09
7 C 0.053 -2.100 0.215  -0.40
8 N 0.519 -3.132 0.614  0.14
9 H 1.146 0.170 1.372  0.07
10 H 0.063 1.390 -1.066  0.11
11 H -0.221 1.875 0.621  0.11
12 H -1.525 0.061 1.041  0.11
13 H -1.847 0.117 -0.768  0.12
14 H 1.406 -3.622 0.221  0.12

Output
SMILES	N#CNCCN=C=N
M	110.12	g/mol
frontier orbital gap	10.3	eV
2S+1	1
E_LUMO	0.53	eV

---

run x has the most favorable energy; the next structure is 41.0 kcal/mol above.

---

Run w
Molecular formula: C4H6N4
Method: DFT, ωB97M-V/def2-TZVPD

Each line ends with the Löwdin charge.
Atoms and positions in Å:
1 N 1.872 0.994 -0.823  0.03
2 C 0.499 1.390 -0.674  -0.19
3 C -0.429 0.206 -1.586  0.01
4 N -0.772 -0.179 -0.197  -0.21
5 N -0.919 -1.584 0.076  0.07
6 N -0.563 -1.551 1.441  -0.02
7 C -0.078 -0.231 1.702  -0.13
8 C -0.192 0.679 0.580  -0.14
9 H 2.517 1.741 -0.439  0.12
10 H 1.953 0.044 -0.659  0.05
11 H 0.145 2.364 -1.150  0.15
12 H 0.024 -0.687 -2.141  0.14
13 H -1.220 0.623 -1.935  0.02
14 H 0.449 -0.101 2.713  0.10

Output
SMILES	N[C@H]1Cn2nncc21
M	110.12	g/mol
frontier orbital gap	9.9	eV
2S+1	1
E_LUMO	0.73	eV

---

Run x
Molecular formula: C4H6N4
Method: DFT, ωB97M-V/def2-TZVPD

Each line ends with the Löwdin charge.
Atoms and positions in Å:
1 C -1.250 -1.477 0.706  0.09
2 C -0.485 -0.345 0.609  -0.26
3 C -0.399 0.479 -0.745  -0.05
4 C 0.262 0.051 1.797  -0.32
5 N -0.022 -0.071 3.126  0.10
6 N 1.221 0.256 3.665  -0.07
7 N 2.035 0.759 2.863  -0.02
8 N 1.454 0.689 1.712  0.04
9 H -1.672 -1.757 -0.177  0.03
10 H -1.221 -1.958 1.711  0.09
11 H -1.011 0.028 -1.551  0.07
12 H -0.775 1.491 -0.565  0.08
13 H 0.594 0.459 -1.242  0.07
14 H 1.977 0.823 0.891  0.14

Output
SMILES	C=C(C)c1nnn[nH]1
M	110.12	g/mol
frontier orbital gap	10.3	eV
2S+1	1
E_LUMO	0.50	eV

---

Run y
Molecular formula: C4H6N4
Method: DFT, ωB97M-V/def2-TZVPD

Each line ends with the Löwdin charge.
Atoms and positions in Å:
1 H -1.310 -0.309 1.596  0.03
2 N -0.608 0.284 2.011  0.16
3 C 0.256 0.107 1.086  -0.47
4 N 1.604 0.546 1.225  0.06
5 C 0.234 -0.599 -0.246  -0.29
6 N -0.939 -1.131 -0.728  0.11
7 C -0.355 0.115 -1.375  -0.17
8 C -1.195 1.270 -1.528  -0.17
9 N -1.687 2.297 -1.625  0.17
10 H 1.665 1.075 2.090  0.08
11 H 2.134 -0.446 1.264  0.15
12 H 1.044 -1.211 -0.303  0.12
13 H -0.970 -1.983 -1.146  0.07
14 H 0.127 -0.013 -2.320  0.13

Output
SMILES	[H]/N=C(/N)[C@H]1N[C@H]1C#N
M	110.12	g/mol
frontier orbital gap	10.4	eV
2S+1	1
E_LUMO	0.37	eV

---

Run z
Molecular formula: C4H6N4
Method: DFT, ωB97M-V/def2-TZVPD

Each line ends with the Löwdin charge.
Atoms and positions in Å:
1 H -1.039 0.550 -2.815  0.14
2 N -1.722 -0.322 -2.270  0.08
3 C -1.153 -0.248 -1.077  -0.52
4 C -1.352 -1.157 0.122  -0.09
5 C -1.330 -1.641 1.240  0.07
6 N -0.103 0.544 -0.772  -0.05
7 C 0.109 0.949 0.620  -0.26
8 N 1.191 0.680 1.309  -0.10
9 N 2.083 -0.359 0.846  -0.06
10 H -1.129 -1.671 2.521  0.16
11 H 0.418 1.268 -1.465  0.21
12 H -0.631 1.701 1.207  0.16
13 H 3.129 0.113 0.747  0.13
14 H 1.530 -0.406 -0.214  0.13

Output
SMILES	[H]/N=C(/C#C)N/C=N\N
M	110.12	g/mol
frontier orbital gap	9.7	eV
2S+1	1
E_LUMO	0.29	eV

---

run x has the most favorable energy; the next structure is 9.3 kcal/mol above.